26
Properties=species:S:1:pos:R:3:forces:R:3:mulliken_charge:R:1 method="wB97M-V/def2-TZVPD" total_charge=+1 homo_energy_ev=-13.53 e_tot_ha=-494.405997 orbital_gap_ev=10.4
C -3.1733 0.3713 0.4601 -1.1 0.4 2.0 0.05
C -1.1141 -0.0896 -0.1665 0.2 -1.0 -1.3 -0.43
C 2.6238 -0.0043 1.3384 1.5 -1.1 2.2 -1.24
C 1.2218 -0.5189 -1.8533 1.4 3.6 -0.6 -1.68
C -1.9089 2.2310 -0.4835 0.2 1.2 -0.5 -0.87
C 1.2216 0.1138 0.7565 1.0 5.7 1.8 -0.35
C 0.9802 -0.6931 -0.3949 -1.3 0.4 -0.9 1.12
N -3.0266 -0.8842 0.6983 -0.7 -1.1 -0.5 -0.87
N -1.7901 -1.1923 0.1833 -0.8 3.1 0.8 0.44
N -2.0059 0.9101 -0.0057 -0.3 -1.9 0.2 0.15
N 1.0907 -1.9415 -0.0589 -0.9 -0.3 1.1 -0.33
H -4.0714 0.9609 0.8479 1.5 -0.9 -1.0 0.38
H 3.1303 -0.9937 1.1935 -0.5 0.8 -0.1 0.32
H 2.6340 0.1185 2.4666 -0.4 -0.1 -1.2 0.34
H 3.3161 0.7873 1.0271 -0.3 -0.3 -0.4 0.34
H 2.1265 -1.0519 -2.1057 0.0 -0.6 -0.4 0.55
H 0.3736 -0.6643 -2.4946 -0.3 -0.8 -0.1 0.36
H 1.5246 0.5528 -2.1313 -0.5 -1.2 0.8 0.36
H -1.5829 2.9073 0.2835 0.4 0.3 0.6 0.30
H -1.1071 2.1670 -1.2433 -1.1 0.8 -0.2 0.30
H -2.9546 2.5610 -0.7013 1.2 -0.1 -0.8 0.37
H 1.2603 1.2878 0.5251 -1.2 -2.5 0.2 0.19
H 0.3741 -0.1007 1.4528 1.3 0.3 0.0 0.42
H -1.3987 -2.0737 0.3515 0.3 -1.4 0.1 0.27
H 1.0446 -2.2758 0.8874 0.3 -0.2 0.0 0.28
H 1.2114 -2.4847 -0.8331 0.2 -2.9 -1.7 0.21



14
Properties=species:S:1:pos:R:3:forces:R:3:mulliken_charge:R:1 method="wB97M-V/def2-TZVPD" smiles="C1=CCC1.C=O" homo_energy_ev=-9.59 e_tot_ha=-270.456632 orbital_gap_ev=10.4
C -0.0463 -0.8004 -0.1565 0.0 0.0 0.1 -0.57
C -1.0021 -0.3776 0.6760 0.1 -0.1 0.0 -0.32
C -1.8088 0.2905 -0.4155 -0.2 0.0 0.0 -0.47
C -0.6509 -0.1305 -1.3713 0.1 0.0 -0.2 -0.50
H 0.8431 -1.4138 -0.0266 -0.2 0.1 0.0 0.56
H -1.1564 -0.4723 1.7467 0.0 0.0 -0.1 0.36
H -1.9962 1.3641 -0.3276 0.1 -0.1 0.0 0.26
H -2.7533 -0.2121 -0.6335 0.0 0.0 0.0 0.22
H -0.0870 0.7232 -1.7593 0.0 -0.1 0.0 0.20
H -0.9129 -0.7844 -2.2085 -0.1 0.1 0.1 0.26
C 2.3906 0.4499 1.1183 0.0 0.3 0.1 -0.11
O 2.2850 1.6384 1.2693 0.1 -0.5 -0.1 -0.41
H 2.0679 -0.2799 1.8873 0.0 0.2 0.0 0.26
H 2.8274 0.0048 0.2012 0.0 0.1 0.1 0.25



7
Properties=species:S:1:pos:R:3:forces:R:3:mulliken_charge:R:1 method="wB97M-V/def2-TZVPD" smiles=F[Si](F)(P)Br homo_energy_ev=-10.25 e_tot_ha=-3405.947450 orbital_gap_ev=10.6
F 1.0041 -1.0575 -1.3018 0.1 0.1 -0.2 -0.24
Si 0.7456 -0.2620 0.0539 -1.9 -2.0 0.3 0.64
F 1.3570 -1.2103 1.1849 -0.2 0.4 0.0 -0.24
P -1.6083 -0.2943 -0.0433 0.4 -1.0 3.3 -0.15
Br 1.8817 1.5131 -0.0412 0.6 1.3 0.1 -0.14
H -1.3436 0.6479 -0.9087 0.1 2.3 -2.2 0.05
H -2.0365 0.6631 1.0562 0.8 -1.0 -1.2 0.08